This record from the Open Molecules 2025 dataset describes a structure of composition C2H16NO8. The level of theory is wB97M-V/def2-TZVPD.

XYZ file:
```
27
Properties=species:S:1:pos:R:3:forces:R:3
O -0.87715 2.54532 1.60160 0.75 0.82 0.25
C -1.48356 1.48205 1.65546 0.04 0.59 -0.65
N -1.36786 0.53587 0.74854 1.35 -1.05 -1.91
C -2.09305 -0.70918 0.87918 -3.47 2.76 1.03
O -1.88012 -1.30655 2.09749 0.53 -1.56 1.20
H -2.18602 1.36093 2.45505 -0.84 -0.60 0.75
H -0.39769 0.66574 -0.08232 -0.97 -0.09 1.55
H -1.98134 -1.33140 0.01445 0.35 -0.38 -0.51
H -3.27727 -0.44059 1.00028 2.42 -0.62 -0.80
H 0.67951 -0.89058 -3.11597 0.52 -1.29 0.13
H 1.01358 1.47906 -1.07012 -0.40 -0.09 0.07
O 0.63944 0.61469 -0.84300 0.70 -0.04 0.43
H -0.58585 0.59563 -1.68244 -1.76 0.93 -2.64
H -2.14691 0.83745 -2.08062 -1.73 -0.02 0.91
O -1.30657 0.84986 -2.47214 3.23 -0.77 0.76
H 1.57446 1.57246 0.98182 0.82 1.11 0.97
H 1.38483 2.54279 2.14556 -0.03 -0.04 -0.29
O 2.09654 2.15353 1.61461 -0.90 -1.11 -0.83
H -1.01796 -1.75248 2.12176 0.05 0.32 -0.24
H 1.24822 -0.76171 1.30702 -0.43 -1.87 0.73
O 0.95055 -1.73327 1.23783 -0.08 3.02 -3.39
H 2.79051 -1.71924 -0.62860 -0.26 1.12 -0.71
H 1.97249 -0.37217 -1.07602 0.69 -1.02 -0.22
O 2.68024 -1.05730 -1.35552 0.30 0.01 1.62
H 1.83700 -1.78796 -2.56590 0.06 0.47 0.18
H 0.68390 -1.56238 0.23524 0.44 -1.21 2.64
O 1.05011 -1.81057 -3.12323 -1.40 0.59 -1.04
```
Forces are in eV/Å.

Output
highest occupied orbital energy = -5.952 eV
max |F| = 4.5 eV/Å
charge = -1
Kohn-Sham gap = 9.2 eV
total energy = -742.529122 a.u.

Mulliken population analysis, charges in e, atoms 1 to 6: O -0.67; C -0.14; N 0.14; C -0.56; O -0.51; H 0.45

---

This record from the Open Molecules 2025 dataset describes a structure of composition C20H29N3O4. The level of theory is wB97M-V/def2-TZVPD.

XYZ file:
```
56
Properties=species:S:1:pos:R:3:forces:R:3
C -6.82837 -1.49670 0.92222 2.17 -0.46 0.23
C -5.93451 -2.77435 0.52319 -1.52 2.15 -1.92
O -4.58566 -2.59810 0.92678 -6.31 -4.18 4.21
C -3.78641 -1.99421 0.21038 0.84 3.21 -7.06
C -2.53370 -2.06951 0.63114 -0.64 -1.96 5.39
C -1.60984 -1.28434 0.19603 2.82 0.95 -0.78
C -1.89028 -0.66287 -0.89052 0.31 6.79 -11.27
C -3.09187 -0.61062 -1.73072 -0.69 -2.81 5.52
C -4.13905 -1.30607 -1.07284 6.65 -0.05 3.09
H -5.01441 -1.42695 -1.46229 -5.33 -0.34 -2.11
H -3.34101 0.03883 -2.54002 0.56 0.08 -0.65
C -0.82953 0.38569 -1.82169 2.12 -14.21 5.80
N -0.63434 1.50426 -1.40773 0.74 18.12 6.96
C -1.82939 2.54964 -1.49599 0.73 -6.51 -3.88
C -2.73256 2.56226 -0.40327 -3.18 0.15 6.81
N -2.00049 3.23506 0.83858 2.08 -5.28 -4.22
C -0.55935 2.92792 0.83969 -3.91 7.74 2.24
O 0.07674 3.74526 1.55588 -0.01 -2.43 -0.92
C 0.03024 1.97878 -0.03332 -5.26 -6.29 1.18
C 1.42531 1.97920 0.04676 3.46 -0.48 -2.94
C 2.07284 0.60246 0.15519 -2.46 -0.80 5.45
O 1.44263 -0.22251 0.95712 3.06 2.00 -4.15
N 3.40632 0.66045 -0.08841 -3.99 -6.82 0.48
H 3.77366 1.40267 -0.40077 2.65 7.50 -3.12
C 4.26039 -0.42740 -0.14015 -0.34 -5.44 10.38
C 4.86431 -1.17557 -1.21829 -8.52 -3.41 -0.95
H 3.96093 -1.73160 -1.82481 2.38 2.01 0.46
C 5.75541 -2.20360 -0.92221 -0.65 -5.26 4.09
O 6.71499 -2.00188 0.03600 3.14 -0.36 -2.59
C 6.38822 -1.49355 1.23180 -7.22 0.91 -2.20
C 5.46982 -0.11530 0.93205 0.11 -5.20 -2.30
H 5.08830 0.10479 1.82878 -1.72 1.50 3.22
H 6.06393 0.60696 0.51795 1.87 2.02 -0.78
H 7.23643 -1.32706 1.69404 3.99 1.15 2.77
H 5.76937 -2.29805 1.71599 0.10 1.04 0.47
H 6.20932 -2.56091 -1.76500 1.52 -0.60 -2.29
H 5.17576 -3.15959 -0.56502 0.30 1.34 -0.42
H 5.33212 -0.41628 -1.49638 4.44 6.14 -5.33
H 3.61548 -1.28575 0.63714 1.54 2.17 -2.33
H 1.62295 2.39839 -0.97273 0.90 0.05 0.65
H 1.88676 2.59003 0.82152 -0.44 0.14 -0.02
H -0.47165 1.09852 0.92962 1.58 1.48 -2.46
H -2.41266 4.01136 1.24248 0.00 1.76 0.97
H -3.04824 1.43747 0.10675 0.74 3.09 -2.25
H -3.73685 3.20769 -0.54859 2.30 -1.61 0.03
H -1.38916 3.41175 -1.83715 0.48 2.31 -0.63
H -2.32921 1.91198 -2.31280 0.03 2.01 0.39
H -0.74636 0.15222 -2.76492 -1.08 -0.69 -5.66
H 0.27873 -0.06043 -1.61912 -1.82 -0.30 -0.11
H -0.69470 -1.11504 0.62314 2.22 -0.04 1.22
H -2.34690 -2.35594 1.66625 -0.50 -1.08 -0.18
H -6.47904 -3.56251 1.03799 1.00 -0.57 0.05
H -5.95562 -2.94581 -0.64138 -0.13 0.07 2.29
H -7.85009 -1.71434 0.64296 -0.24 0.28 -0.04
H -6.71936 -1.35784 2.02012 -0.37 -0.35 -0.57
H -6.42633 -0.54573 0.51509 -0.48 -0.65 -0.24
```
Forces are in eV/Å.

Output
highest occupied orbital energy = -7.770 eV
max |F| = 19.4 eV/Å
charge = 0
Kohn-Sham gap = 8.4 eV
total energy = -1244.154343 a.u.

Mulliken population analysis, charges in e, atoms 1 to 6: C -1.02; C -0.38; O -0.41; C 0.79; C -0.86; C 0.15

---

This record from the Open Molecules 2025 dataset describes the molecule C15H23NO2. The level of theory is wB97M-V/def2-TZVPD.

XYZ file:
```
41
Properties=species:S:1:pos:R:3:forces:R:3
C -5.14362 -2.35951 -0.77131 0.19 0.12 0.23
C -5.01278 -1.37798 0.39131 -0.31 0.11 -0.08
C -6.10705 -1.64756 1.42323 0.32 0.01 -0.05
C -5.10222 0.07949 -0.07838 0.37 -0.15 -0.04
C -3.96022 0.53059 -0.99249 -0.33 0.15 -0.01
N -2.67766 0.50800 -0.32767 -0.22 -0.52 -0.09
C -2.00232 1.62981 0.00349 0.46 -0.17 0.39
O -2.39531 2.74454 -0.26286 -0.07 0.42 -0.07
C -0.68194 1.36098 0.71449 0.06 0.14 -0.20
C 0.35974 0.82775 -0.26947 0.35 -0.07 0.21
C 1.71125 0.61834 0.40786 -0.33 0.10 0.09
O 2.57955 0.04572 -0.54567 0.13 -0.06 -0.14
C 3.86942 -0.21497 -0.19227 0.17 -0.08 -0.06
C 4.66624 -0.78058 -1.18915 -0.19 0.07 0.03
C 5.98688 -1.08580 -0.93712 -0.05 0.01 -0.02
C 6.53768 -0.83361 0.31026 0.14 0.00 0.13
C 5.75082 -0.27410 1.29857 0.14 -0.06 -0.04
C 4.42166 0.03635 1.05838 -0.36 0.11 0.01
H -6.08228 -2.19787 -1.29690 -0.13 0.01 -0.10
H -4.32823 -2.24903 -1.48168 0.06 -0.04 -0.15
H -5.13080 -3.38292 -0.40275 0.00 -0.12 -0.02
H -4.04370 -1.53677 0.87854 0.00 0.01 0.02
H -6.00810 -0.97749 2.27425 -0.05 0.06 0.11
H -7.08906 -1.49636 0.98045 -0.15 0.02 -0.05
H -6.04840 -2.67163 1.78505 -0.05 -0.11 0.07
H -6.04339 0.22217 -0.61271 -0.12 0.01 0.00
H -5.11305 0.73299 0.79657 -0.05 0.07 0.00
H -4.12589 1.56746 -1.29389 0.03 -0.17 -0.07
H -3.91380 -0.09264 -1.89018 -0.02 0.09 0.00
H -2.31296 -0.38920 -0.05296 0.10 0.14 0.04
H -0.33596 2.30318 1.14089 -0.11 -0.02 0.03
H -0.83518 0.64502 1.52526 0.00 0.00 0.05
H 0.48410 1.53294 -1.09231 -0.02 -0.02 -0.05
H 0.03696 -0.12486 -0.69399 0.01 0.00 -0.04
H 2.10755 1.58002 0.76136 0.00 -0.10 0.01
H 1.60062 -0.05368 1.27204 0.05 0.09 -0.06
H 4.22095 -0.96853 -2.15349 -0.05 -0.02 -0.12
H 6.59182 -1.52295 -1.71766 0.04 -0.03 -0.07
H 7.57171 -1.07198 0.50741 0.08 -0.02 0.02
H 6.16910 -0.07285 2.27407 0.03 0.01 0.07
H 3.83215 0.47206 1.85000 -0.08 0.04 0.04
```
Forces are in eV/Å.

Output
highest occupied orbital energy = -8.593 eV
structure (SMILES) = CC(C)CCNC(=O)CCCOc1ccccc1
max |F| = 0.6 eV/Å
charge = 0
Kohn-Sham gap = 9.3 eV
total energy = -790.621436 a.u.

Mulliken population analysis, charges in e, atoms 1 to 6: C -1.45; C 0.87; C -1.63; C -0.71; C -1.01; N -0.01

---

Which of these has the highest highest occupied orbital energy?
C2H16NO8